#1
Density functional theory data (ωB97M-V with the def2-TZVPD basis set) for a 2-piece molecular cluster, C3H10NO2 overall.

ORCA input file:
```
! wB97M-V def2-TZVPD RIJCOSX def2/J DEFGRID3
* xyz -1 1
N -0.980 -1.074 -0.283
C -1.834 -0.473 0.860
O -2.614 -1.355 1.447
H -1.582 -1.104 -1.101
H -0.922 -2.048 0.008
H -1.078 0.015 1.525
H -2.360 0.379 0.347
C 1.702 0.779 -1.134
O 1.665 -0.207 -0.140
C 1.862 2.175 -0.533
H 2.556 0.574 -1.796
H 0.800 0.723 -1.747
H 0.718 -0.514 -0.093
H 2.877 2.318 -0.165
H 1.636 2.950 -1.265
H 1.174 2.272 0.305
*
```

The HOMO-LUMO gap is 6.626 eV. As for the LUMO energy: 3.9 eV. The value obtained for the highest occupied orbital energy is -2.73 eV.

Atom-resolved charges from Mulliken, all expressed in e: -0.70 -0.21 -0.86 0.26 0.20 0.11 0.18 -0.29 -0.56 -0.92 0.23 0.29 0.46 0.24 0.31 0.27

=====

#2
Density functional theory data (ωB97M-V with the def2-TZVPD basis set) for a 2-piece molecular cluster, C3H10NO2 overall.

ORCA input file:
```
! wB97M-V def2-TZVPD RIJCOSX def2/J DEFGRID3
* xyz -1 1
C 0.086 1.575 0.064
N 0.408 0.130 -0.189
C -0.270 -0.791 0.668
C -1.615 -1.164 0.071
O -1.571 -1.514 -1.288
H -0.780 1.646 0.849
H 0.912 2.316 0.380
H -0.406 2.036 -0.827
H 0.064 -0.297 -1.064
H 0.346 -1.736 0.732
H -0.532 -0.482 1.662
H -2.137 -1.972 0.649
H -2.323 -0.199 0.164
H 2.747 0.047 -1.381
H 2.059 0.078 0.003
O 3.014 0.327 -0.493
*
```

The HOMO-LUMO gap is 6.828 eV. As for the LUMO energy: 4.1 eV. The value obtained for the highest occupied orbital energy is -2.75 eV.

Atom-resolved charges from Mulliken, all expressed in e: -0.75 -0.27 -0.81 -0.30 -0.91 0.23 0.22 0.30 0.30 0.29 0.37 0.31 0.06 0.28 0.48 -0.78

=====

Stability comparison, relative energies in hartree: #1 0.0000; #2 0.0420